(1)
The following is a DFT calculation (wB97M-V/def2-TZVPD) of a 9-piece molecular cluster, C20H44BN9O21P overall at a distorted geometry.

Atoms and positions in Å:
C  -3.357  0.423  -3.027
C  -3.621  -1.026  -2.729
N  -2.370  -1.735  -2.395
P  -1.535  -1.192  -1.058
C  -2.696  -0.619  0.228
O  -3.537  -1.713  0.559
O  -3.048  -2.224  1.812
C  -0.580  -2.570  -0.422
C  0.647  -2.125  0.369
O  1.705  -2.260  -0.131
C  0.462  -1.554  1.717
C  0.726  -0.191  1.945
C  0.544  0.341  3.232
C  0.097  -0.490  4.278
C  -0.146  -1.848  4.040
C  0.032  -2.389  2.764
B  -0.266  0.145  -1.698
O  0.467  -0.232  -2.779
O  -0.176  1.291  -1.049
C  0.653  2.361  -1.552
H  -4.279  0.956  -3.184
H  -2.857  0.947  -2.218
H  -2.732  0.547  -3.901
H  -4.387  -1.143  -1.969
H  -4.017  -1.486  -3.623
H  -2.510  -2.735  -2.329
H  -2.180  -0.265  1.112
H  -3.347  0.164  -0.137
H  -3.440  -3.108  1.817
H  -0.204  -3.121  -1.275
H  -1.204  -3.196  0.204
H  1.075  0.443  1.153
H  0.772  1.384  3.398
H  -0.036  -0.065  5.255
H  -0.483  -2.478  4.842
H  -0.152  -3.437  2.613
H  -0.069  -0.694  -3.434
H  0.465  3.227  -0.944
H  1.695  2.106  -1.465
H  0.404  2.598  -2.573
C  -1.311  3.465  5.860
N  0.083  3.070  5.518
O  0.520  3.391  4.429
O  0.700  2.443  6.348
H  -1.724  4.013  5.023
H  -1.865  2.553  6.056
H  -1.261  4.078  6.754
C  4.431  -3.565  -1.324
N  4.774  -4.760  -2.141
O  5.212  -5.736  -1.565
O  4.589  -4.682  -3.335
H  4.651  -3.791  -0.289
H  5.037  -2.739  -1.683
H  3.378  -3.357  -1.473
C  -7.508  3.065  -2.507
N  -6.026  2.946  -2.514
O  -5.421  3.280  -3.509
O  -5.495  2.511  -1.508
H  -7.820  3.461  -3.464
H  -7.906  2.069  -2.335
H  -7.777  3.730  -1.696
C  4.555  5.562  -1.533
N  3.365  4.677  -1.654
O  2.673  4.512  -0.671
O  3.154  4.167  -2.735
H  4.599  5.930  -0.516
H  5.426  4.964  -1.782
H  4.429  6.368  -2.249
C  3.329  -5.238  2.477
N  1.996  -5.654  2.996
O  1.738  -5.405  4.152
O  1.247  -6.204  2.213
H  3.870  -4.756  3.281
H  3.838  -6.132  2.130
H  3.145  -4.555  1.653
C  3.336  2.837  2.498
N  4.679  2.700  1.867
O  5.100  1.578  1.674
O  5.258  3.724  1.585
H  2.959  1.842  2.699
H  3.453  3.404  3.415
H  2.702  3.373  1.797
C  6.838  -7.959  -3.581
N  8.271  -7.951  -3.987
O  8.560  -7.427  -5.041
O  9.057  -8.471  -3.224
H  6.261  -7.461  -4.350
H  6.541  -8.997  -3.468
H  6.764  -7.434  -2.635
C  -9.195  7.668  -0.527
N  -8.730  6.326  -0.971
O  -8.535  5.477  -0.125
O  -8.574  6.163  -2.163
H  -9.286  7.656  0.552
H  -8.456  8.390  -0.859
H  -10.150  7.852  -1.008

The value obtained for the max |F| is 2.60 eV/A. The net charge is +1.

=====

(2)
The following is a DFT calculation (wB97M-V/def2-TZVPD) of C20H44BeBrCl2CsFN4NaO6S as an isolated structure at a distorted geometry.

Atoms and positions in Å:
C  6.166  -0.737  -0.412
C  5.328  0.358  0.364
C  3.856  -0.157  0.555
C  2.829  0.603  -0.317
C  3.315  0.875  -1.782
N  2.334  1.637  -2.621
S  2.954  3.287  -2.889
C  1.068  1.897  -1.936
C  0.478  0.669  -1.181
N  1.439  0.037  -0.212
N  1.338  -1.378  -0.162
C  0.064  -1.858  0.279
C  -0.518  -1.485  1.627
O  -0.517  -2.607  -0.436
C  1.859  -2.080  -1.325
C  2.629  -3.371  -1.046
O  1.682  -1.735  -2.429
H  5.940  -1.742  -0.025
H  6.012  -0.719  -1.492
H  7.257  -0.602  -0.205
H  5.802  0.415  1.424
H  5.421  1.405  -0.072
H  3.566  0.077  1.595
H  3.822  -1.242  0.432
H  2.760  1.593  0.160
H  4.278  1.509  -1.715
H  3.647  -0.098  -2.317
H  4.270  3.165  -3.174
H  1.172  2.705  -1.186
H  0.302  2.263  -2.651
H  0.065  -0.065  -1.877
H  -0.384  1.046  -0.604
H  1.106  0.364  0.701
H  0.305  -1.377  2.349
H  -1.306  -2.171  1.977
H  -0.938  -0.467  1.519
H  2.362  -4.154  -1.754
H  3.705  -3.157  -1.051
H  2.392  -3.706  -0.025
C  -2.395  3.032  -1.904
C  -2.912  3.056  -0.452
C  -4.003  4.135  -0.340
O  -1.879  3.373  0.349
H  -1.964  3.986  -2.207
H  -1.629  2.258  -2.039
H  -3.216  2.814  -2.594
H  -3.435  2.075  -0.292
H  -3.617  5.125  -0.592
H  -4.408  4.173  0.672
H  -4.843  3.924  -1.021
Na  -3.211  1.542  -3.496
F  6.701  2.607  -0.944
C  -3.070  -1.932  -6.191
O  -3.177  -0.617  -6.047
H  -2.042  -2.312  -6.460
H  -3.309  -2.554  -5.303
H  -3.693  -2.394  -6.988
C  -4.180  -4.180  2.372
C  -3.583  -3.516  3.586
O  -2.695  -2.674  3.502
N  -4.059  -3.877  4.800
C  -5.097  -4.845  5.107
H  -3.699  -3.789  1.480
H  -4.015  -5.257  2.409
H  -5.248  -3.968  2.312
H  -3.616  -3.393  5.566
H  -5.901  -4.342  5.647
H  -4.678  -5.623  5.747
H  -5.500  -5.300  4.209
Be  -1.415  -4.825  -0.267
O  0.696  -2.878  -5.369
H  1.171  -2.519  -4.609
Cl  -3.315  3.712  4.453
C  -1.822  4.175  3.591
C  -0.875  4.948  4.475
Cl  -1.497  6.569  4.883
H  -2.103  4.742  2.707
H  -1.350  3.252  3.261
H  0.071  5.095  3.956
H  -0.677  4.422  5.407
Cs  6.702  1.931  1.991
Br  4.926  0.851  -3.457

The value obtained for the max |F| is 6.53 eV/A. The net charge is 0.

=====

(3)
The following is a DFT calculation (wB97M-V/def2-TZVPD) of a 4-piece molecular cluster, C20H45FN4O13P3S overall at a distorted geometry.

Atoms and positions in Å:
C  -0.225  -0.504  -4.152
C  1.268  -0.560  -4.579
F  1.969  0.358  -3.813
C  1.785  -1.989  -4.382
C  3.242  -2.201  -4.876
C  3.985  -1.074  -5.616
C  5.480  -1.341  -5.175
N  5.766  -0.209  -4.232
C  5.404  -2.509  -4.195
N  4.209  -2.916  -4.030
C  3.955  -4.020  -3.065
C  4.667  -3.681  -1.720
S  3.996  -4.580  -0.303
C  2.420  -3.847  -0.005
N  2.058  -2.630  0.211
N  0.689  -2.692  0.332
C  0.309  -3.901  0.210
O  1.379  -4.714  -0.027
H  -0.289  0.147  -3.271
H  -0.869  -0.139  -4.956
H  -0.553  -1.505  -3.844
H  1.303  -0.263  -5.637
H  1.124  -2.623  -4.987
H  1.614  -2.312  -3.344
H  3.094  -2.925  -5.700
H  3.721  -0.044  -5.376
H  4.001  -1.165  -6.709
H  6.212  -1.452  -5.985
H  6.016  0.624  -4.758
H  6.565  -0.503  -3.672
H  6.322  -2.873  -3.740
H  2.885  -3.990  -2.834
H  4.256  -4.993  -3.462
H  5.742  -3.883  -1.763
H  4.543  -2.596  -1.592
H  -0.682  -4.334  0.241
C  0.803  0.249  -0.259
O  1.292  1.239  -1.192
P  1.448  2.809  -0.612
O  0.926  3.538  -1.804
O  3.067  2.741  -0.572
C  3.783  2.167  -1.653
O  1.498  4.038  0.501
C  0.301  4.236  1.277
H  0.762  -0.704  -0.766
H  1.477  0.167  0.598
H  -0.200  0.513  0.084
H  3.293  2.355  -2.608
H  3.893  1.092  -1.496
H  4.775  2.616  -1.672
H  0.061  3.341  1.853
H  -0.537  4.490  0.623
H  0.478  5.057  1.967
C  -2.382  -3.455  5.264
O  -1.926  -2.590  4.201
P  -1.757  -0.959  4.587
O  -2.317  -0.380  3.326
O  -0.142  -1.043  4.574
C  0.527  -1.758  3.546
O  -1.631  0.410  5.515
C  -2.786  0.751  6.314
H  -2.438  -4.470  4.879
H  -1.683  -3.432  6.104
H  -3.374  -3.151  5.603
H  -0.002  -1.687  2.596
H  0.635  -2.804  3.836
H  1.523  -1.333  3.424
H  -3.014  -0.047  7.021
H  -3.652  0.937  5.675
H  -2.554  1.653  6.872
C  -7.158  3.994  0.495
O  -7.547  3.982  1.882
P  -6.465  3.266  2.957
O  -7.449  2.538  3.810
O  -5.999  4.680  3.593
C  -6.963  5.678  3.907
O  -5.046  2.588  3.487
C  -4.610  1.398  2.794
H  -7.941  4.488  -0.076
H  -6.222  4.544  0.363
H  -7.040  2.974  0.124
H  -7.902  5.239  4.247
H  -7.140  6.311  3.038
H  -6.556  6.295  4.706
H  -4.445  1.608  1.735
H  -5.355  0.604  2.901
H  -3.670  1.069  3.235

The value obtained for the max |F| is 7.51 eV/A. The net charge is +1.

=====

Which orbital gap belongs to each record? In order, 9.34 2.00 6.36 eV.